# F3OS

A cluster of 2 separate species, F3OS in total (the ωB97M-V functional and the def2-TZVPD basis, OMol25).

Properties
Net charge = +1
Spin multiplicity = 1

Atoms and positions in Å:
1 O -1.65965 -0.01823 -0.60059
2 F 0.49426 -1.40308 -0.31775
3 F -0.14763 0.28264 1.53244
4 F 1.66087 1.21360 -0.49525
5 S -0.34785 -0.07494 -0.11884

---

# C4H4IrLiO5

A structure of composition C4H4IrLiO5 (the ωB97M-V functional and the def2-TZVPD basis, OMol25).

Properties
Net charge = +2
Spin multiplicity = 5
Expectation value of S² = 6.017

Atoms and positions in Å:
1 O -1.41848 -2.59680 -0.75862
2 C -0.93265 -2.18747 0.34817
3 C 0.21202 -1.86349 -2.01241
4 O -1.55484 -1.64456 1.26614
5 O 0.41169 -2.11473 0.38275
6 C 1.05355 -2.42614 -0.85526
7 H 0.90305 -1.69163 -2.84774
8 H -0.46395 -2.46975 -2.61929
9 H 2.03516 -1.94307 -0.80464
10 H 1.17428 -3.51030 -0.96523
11 O 0.56981 0.87550 -2.20011
12 C -0.13367 -0.06477 -1.72495
13 O -1.32596 0.27080 -1.32262
14 Li -2.62834 -0.74928 -0.29099
15 Ir -0.91729 2.02243 -1.84970

---

# H12NO9

A cluster of 7 separate species, H12NO9 in total (the ωB97M-V functional and the def2-TZVPD basis, OMol25).

Properties
Net charge = -1
Spin multiplicity = 1

Atoms and positions in Å:
1 N -0.77382 -0.38259 -1.28595
2 O -0.84582 -1.36759 -0.53195
3 O 0.28018 0.26641 -1.32595
4 O -1.83182 0.24341 -1.43895
5 O 0.63418 -2.70359 1.85805
6 H 0.07818 -2.08559 1.42305
7 H 1.14318 -3.19859 1.25005
8 O -3.30582 1.30441 0.64805
9 H -3.61982 0.57241 1.19805
10 H -3.14682 0.68641 -0.12495
11 O -0.13782 0.60741 1.62005
12 H -0.59082 -0.04859 1.07705
13 H 0.83718 0.54741 1.50705
14 O 2.57018 1.53441 -0.65895
15 H 3.24118 1.39141 -1.29595
16 H 1.83718 1.01141 -0.97195
17 O 2.19418 -1.55359 -0.71295
18 H 2.04318 -2.52059 -0.61695
19 H 1.43018 -1.14959 -1.07995
20 O -0.77682 2.70441 -0.27695
21 H -0.82782 2.16541 0.53805
22 H -0.43182 1.97541 -0.79795

---

# C20H21IrN9O7

A structure of composition C20H21IrN9O7 (the ωB97M-V functional and the def2-TZVPD basis, OMol25).

Properties
Net charge = +2
Spin multiplicity = 2
Expectation value of S² = 0.755

Atoms and positions in Å:
1 Ir 0.19294 0.67353 0.26793
2 C 3.56028 -1.78914 -1.89237
3 N 2.23742 -1.66189 -2.51387
4 C 2.03050 -2.24245 -3.84643
5 C 1.24163 -1.11652 -1.82919
6 N 1.33238 -0.74981 -0.56885
7 N 0.05086 -0.93752 -2.50789
8 C -1.16741 -0.51015 -2.05011
9 N -2.16618 -0.60064 -2.92491
10 N -1.34097 -0.06094 -0.82553
11 H 4.29700 -1.92098 -2.67818
12 H 3.60376 -2.64943 -1.22176
13 H 3.81945 -0.88078 -1.34802
14 H 2.95970 -2.70082 -4.16622
15 H 1.78037 -1.47178 -4.57962
16 H 1.26472 -3.01895 -3.82504
17 H 2.20692 -0.97669 -0.11403
18 H 0.10555 -1.07033 -3.50574
19 H -2.03289 -0.93862 -3.86424
20 H -3.06705 -0.19958 -2.72042
21 H -2.30018 0.20374 -0.63897
22 N -0.98677 2.10303 1.27425
23 C -0.82628 1.85958 2.70926
24 C -1.03574 2.79848 3.67047
25 C -0.91572 2.44251 5.03362
26 C -0.61539 1.16234 5.39490
27 C -0.37254 0.17651 4.40592
28 C -0.01460 -1.15826 4.69692
29 C 0.24538 -2.03456 3.67780
30 C 0.19289 -1.57865 2.35720
31 N -0.14020 -0.33780 2.04984
32 C -0.45740 0.54412 3.05462
33 H -1.96878 1.95580 1.04426
34 H -0.76565 3.06356 1.01479
35 H -1.30302 3.81333 3.40167
36 H -1.07995 3.19798 5.78883
37 H -0.54262 0.88690 6.43879
38 H 0.05438 -1.47734 5.72938
39 H 0.51457 -3.06235 3.87146
40 H 0.42623 -2.23293 1.52766
41 O 3.92744 1.05243 1.12788
42 C 2.92474 1.42322 0.58402
43 O 1.73856 1.42007 1.21036
44 C 2.95019 1.94642 -0.82257
45 C 4.19368 2.24213 -1.37780
46 C 4.27823 2.66501 -2.68399
47 C 3.16631 2.79461 -3.50184
48 C 1.95018 2.50430 -2.94027
49 C 1.80227 2.10248 -1.60944
50 O 0.55109 1.91485 -1.16552
51 N 0.71791 2.52134 -3.74871
52 O 0.10524 3.54922 -3.83945
53 O 0.36398 1.43660 -4.19553
54 N 5.61075 2.95528 -3.26272
55 O 6.56531 2.80955 -2.53550
56 O 5.63355 3.30996 -4.41989
57 H 5.09019 2.13269 -0.78265
58 H 3.27469 3.10295 -4.53317

---

| no. | total energy (Eh) |
| --- | --- |
| 1 | -772.43987 |
| 2 | -641.94933 |
| 3 | -739.05202 |
| 4 | -1897.95751 |